Record 1
{"formula": "C60H84N3O3PS3SeSr", "method": "the ωB97M-V functional and the def2-TZVPD basis", "species": ["Sr", "C", "C", "C", "C", "C", "C", "C", "Se", "C", "C", "C", "C", "C", "C", "O", "C", "C", "C", "C", "C", "C", "C", "C", "C", "O", "C", "C", "C", "C", "C", "C", "H", "H", "H", "H", "H", "H", "H", "H", "H", "H", "H", "H", "H", "H", "H", "H", "H", "H", "H", "H", "H", "H", "H", "H", "H", "H", "H", "H", "H", "H", "H", "H", "H", "H", "H", "H", "H", "H", "H", "H", "S", "C", "N", "C", "C", "N", "C", "C", "C", "C", "C", "C", "C", "C", "S", "C", "C", "C", "C", "C", "C", "C", "H", "H", "H", "H", "H", "H", "H", "H", "H", "H", "H", "H", "H", "H", "H", "H", "H", "H", "C", "P", "C", "C", "H", "H", "H", "H", "H", "H", "H", "H", "H", "C", "S", "O", "C", "C", "C", "C", "C", "C", "H", "H", "H", "H", "H", "H", "H", "H", "C", "C", "C", "C", "N", "H", "H", "H", "H", "H", "H", "H", "H", "H"], "xyz": [[-0.49597, -0.20940, 0.18865], [2.64527, 3.34148, -6.51886], [2.09079, 4.15663, -5.34202], [0.81794, 4.86017, -5.81472], [3.11346, 5.23805, -4.96482], [1.83413, 3.24407, -4.14416], [0.58520, 3.06230, -3.57437], [0.40759, 2.23916, -2.47197], [-1.36633, 2.00615, -1.75252], [-1.40923, 3.38550, -0.40586], [-1.62565, 4.69162, -0.82450], [-1.62558, 5.75783, 0.05675], [-1.39344, 5.45618, 1.40499], [-1.18027, 4.17670, 1.88097], [-1.19473, 3.06498, 0.96186], [-1.00214, 1.86292, 1.38452], [-0.86599, 3.91151, 3.35437], [0.54783, 3.31958, 3.45608], [-0.89224, 5.18684, 4.20400], [-1.89055, 2.94519, 3.96729], [-1.83365, 7.20966, -0.37254], [-2.06631, 7.33731, -1.87822], [-3.05163, 7.80182, 0.34869], [-0.59167, 8.03915, -0.01629], [1.48795, 1.55398, -1.85905], [1.33529, 0.84686, -0.79954], [2.77692, 1.69833, -2.47932], [2.90006, 2.53205, -3.57361], [3.95823, 0.91311, -1.90862], [4.23864, 1.37030, -0.46930], [3.64273, -0.59131, -1.91667], [5.24310, 1.11507, -2.71834], [2.83607, 3.98852, -7.38230], [1.93763, 2.56512, -6.81597], [3.58234, 2.84884, -6.25379], [1.04833, 5.51103, -6.66345], [0.38410, 5.47728, -5.02518], [0.05874, 4.14440, -6.13573], [3.30787, 5.90014, -5.81589], [4.06268, 4.79585, -4.65752], [2.74546, 5.84132, -4.13238], [-0.28528, 3.56143, -3.98088], [-1.78519, 4.85888, -1.88233], [-1.37591, 6.27764, 2.11161], [1.28932, 4.06030, 3.14439], [0.63512, 2.45289, 2.80207], [0.76974, 3.02158, 4.48709], [-0.15278, 5.91875, 3.87056], [-0.65865, 4.92993, 5.24096], [-1.87613, 5.66332, 4.19085], [-1.91675, 2.00644, 3.41904], [-2.88883, 3.39193, 3.94110], [-1.63647, 2.74864, 5.01511], [-2.95231, 6.78453, -2.19730], [-1.21498, 6.96177, -2.44928], [-2.21166, 8.38884, -2.14248], [-3.95314, 7.23630, 0.10356], [-3.20736, 8.84632, 0.05813], [-2.92569, 7.76888, 1.43249], [0.29147, 7.63552, -0.51525], [-0.39918, 8.02510, 1.05813], [-0.71913, 9.08283, -0.32333], [3.87881, 2.64494, -4.02519], [3.33648, 1.26287, 0.13000], [4.54947, 2.41979, -0.45154], [5.04075, 0.76434, -0.03289], [2.75182, -0.82169, -1.33485], [4.48884, -1.14622, -1.49751], [3.47956, -0.93712, -2.94119], [5.57083, 2.15846, -2.72105], [5.12422, 0.79054, -3.75531], [6.04204, 0.51700, -2.27189], [-1.32504, -2.00015, -2.01575], [-0.45133, -3.52880, -1.91823], [-0.77629, -4.47470, -2.94978], [-0.32854, -5.82680, -2.72436], [1.10547, -5.79464, -2.26348], [1.16711, -5.13155, -0.97889], [2.53399, -5.08756, -0.46376], [2.68078, -5.55721, 0.96627], [3.50895, -4.87182, 1.85193], [3.69397, -5.33980, 3.14469], [3.05019, -6.49418, 3.57217], [2.21500, -7.17318, 2.69762], [2.03236, -6.70558, 1.40373], [0.46200, -3.85949, -0.96876], [0.93725, -2.86858, 0.45764], [-2.04164, -4.41191, -3.64485], [-3.18792, -5.09698, -2.92507], [-3.82492, -6.20768, -3.46490], [-4.85860, -6.84078, -2.78401], [-5.25687, -6.37058, -1.54182], [-4.61971, -5.26463, -0.98967], [-3.59755, -4.63002, -1.67535], [-0.41667, -6.38030, -3.66686], [-0.94030, -6.35581, -1.97483], [1.71241, -5.27248, -3.02406], [1.49826, -6.81054, -2.15289], [2.99093, -4.09666, -0.56640], [3.13993, -5.75829, -1.08550], [3.97251, -3.93930, 1.54972], [4.33125, -4.78301, 3.82205], [3.18444, -6.84940, 4.58760], [1.68851, -8.06152, 3.02846], [1.35141, -7.20773, 0.72596], [-1.91988, -4.88784, -4.62799], [-2.28735, -3.36381, -3.79838], [-3.50112, -6.58390, -4.43050], [-5.34375, -7.70671, -3.22035], [-6.05602, -6.86588, -1.00243], [-4.91296, -4.89450, -0.01388], [-3.08896, -3.76523, -1.26175], [-4.95893, -1.39233, 1.05171], [-3.84084, -0.20094, 0.21446], [-4.53961, 1.39076, 0.79892], [-4.53501, -0.27812, -1.47611], [-6.01212, -1.14403, 0.88552], [-4.76336, -1.42558, 2.12329], [-4.76247, -2.39107, 0.65539], [-5.62252, 1.45767, 0.65146], [-4.05281, 2.21639, 0.27527], [-4.31262, 1.51853, 1.85959], [-5.62692, -0.19969, -1.47453], [-4.22413, -1.21899, -1.93435], [-4.11643, 0.52889, -2.07889], [3.71152, 1.01009, 2.97310], [3.11899, -0.60422, 2.43395], [4.32548, -1.48525, 2.46319], [2.20317, -0.94134, 3.93784], [1.00083, -0.28973, 4.17670], [0.33578, -0.52834, 5.36823], [0.85087, -1.43763, 6.28576], [2.03304, -2.10709, 6.01626], [2.72288, -1.85574, 4.83586], [4.22459, 0.89663, 3.92744], [2.87281, 1.70210, 3.05640], [4.39523, 1.36229, 2.20141], [0.57606, 0.38879, 3.44333], [-0.60124, -0.02104, 5.56170], [0.30944, -1.63593, 7.20307], [2.42189, -2.83790, 6.71520], [3.64755, -2.35936, 4.58491], [-0.04745, -4.14601, 3.11050], [-1.02249, -3.37859, 2.21140], [-1.99349, -2.60467, 3.10524], [-1.83171, -4.36258, 1.36033], [-0.37772, -2.35921, 1.38100], [-0.58817, -4.79007, 3.81471], [0.55423, -3.43687, 3.68550], [0.63219, -4.77236, 2.53262], [-2.64377, -3.28143, 3.67208], [-2.61903, -1.95454, 2.49165], [-1.44824, -1.98024, 3.81349], [-2.40554, -5.06403, 1.98047], [-1.18294, -4.94164, 0.70034], [-2.52036, -3.79713, 0.72777]], "forces_ev_per_angstrom": [[-0.3, -0.8, 0.4], [0.0, 0.0, 0.0], [0.0, 0.0, 0.0], [0.0, 0.0, 0.0], [0.0, 0.0, 0.0], [0.1, 0.0, 0.0], [0.0, 0.1, -0.1], [0.0, 0.0, 0.1], [0.0, 0.4, -0.3], [0.1, 0.0, 0.1], [0.0, 0.1, -0.1], [0.0, 0.0, 0.1], [0.0, 0.0, 0.0], [-0.1, 0.0, -0.1], [0.1, 0.0, 0.2], [-0.1, 0.0, -0.1], [0.0, 0.1, 0.0], [0.0, 0.0, 0.0], [0.0, 0.0, 0.0], [0.0, 0.0, 0.0], [0.0, 0.0, 0.0], [0.0, 0.0, -0.1], [0.0, 0.0, 0.0], [0.0, 0.0, 0.0], [0.1, 0.0, 0.1], [0.3, 0.2, -0.1], [-0.1, 0.1, -0.1], [0.0, 0.0, 0.0], [0.0, 0.0, 0.0], [0.0, 0.0, 0.0], [0.0, -0.1, 0.0], [0.0, 0.0, 0.0], [0.0, 0.0, 0.0], [0.0, 0.0, 0.0], [0.0, 0.0, 0.0], [0.0, 0.0, 0.0], [0.0, 0.0, 0.0], [0.0, 0.0, 0.0], [0.0, 0.0, 0.0], [0.0, 0.0, 0.0], [0.0, 0.0, 0.0], [0.0, 0.0, 0.0], [0.0, 0.0, 0.0], [0.0, 0.0, 0.0], [0.0, 0.0, 0.0], [0.0, 0.1, 0.0], [0.0, 0.0, 0.0], [0.0, 0.0, 0.0], [0.0, 0.0, 0.0], [0.0, 0.0, 0.0], [0.0, 0.0, 0.0], [0.0, 0.0, 0.0], [0.0, 0.0, 0.0], [0.0, 0.0, 0.0], [0.0, 0.0, 0.0], [0.0, 0.0, 0.0], [0.0, 0.0, 0.0], [0.0, 0.0, 0.0], [0.0, 0.0, 0.0], [0.0, 0.0, 0.0], [0.0, 0.0, 0.0], [0.0, 0.0, 0.0], [0.0, 0.0, 0.0], [0.0, 0.0, 0.0], [0.0, 0.0, 0.0], [0.0, 0.0, 0.0], [0.0, 0.0, 0.0], [0.0, 0.0, 0.0], [0.0, 0.0, 0.0], [0.0, 0.0, 0.0], [0.0, 0.0, 0.0], [0.0, 0.0, 0.0], [0.2, 0.0, 0.0], [-0.2, 0.0, 0.0], [0.1, 0.0, 0.0], [0.0, 0.0, 0.0], [0.0, 0.0, 0.0], [0.0, 0.0, 0.0], [0.0, -0.1, 0.0], [0.1, 0.1, 0.0], [0.0, -0.1, 0.0], [0.0, 0.0, 0.0], [0.0, 0.0, 0.1], [0.0, -0.1, 0.0], [0.0, 0.0, -0.1], [0.1, 0.0, 0.0], [-0.3, 0.3, 0.0], [-0.2, 0.0, 0.0], [0.0, 0.0, 0.0], [0.0, 0.0, 0.0], [0.0, 0.0, 0.0], [0.0, 0.0, 0.0], [0.0, 0.0, 0.0], [0.0, 0.0, 0.0], [0.0, 0.0, 0.0], [0.0, 0.0, 0.0], [0.0, 0.0, 0.0], [0.0, 0.0, 0.0], [-0.1, 0.0, 0.0], [0.0, 0.0, 0.0], [0.0, 0.0, 0.0], [0.0, 0.0, 0.0], [0.0, 0.0, 0.0], [0.0, 0.0, 0.0], [0.0, 0.0, 0.0], [0.1, 0.0, 0.1], [0.0, 0.0, 0.0], [0.0, 0.0, 0.0], [0.0, 0.0, 0.0], [0.0, 0.0, 0.0], [0.0, 0.0, 0.0], [-0.1, 0.0, 0.0], [-0.1, -0.1, 0.0], [0.3, 0.1, 0.0], [-0.1, 0.1, 0.1], [-0.1, 0.0, -0.1], [0.0, 0.0, 0.0], [0.0, 0.1, 0.0], [0.0, 0.0, 0.0], [0.0, 0.0, 0.0], [0.0, 0.0, 0.0], [0.0, 0.0, 0.0], [0.0, 0.0, 0.0], [0.0, 0.0, 0.0], [0.0, 0.0, 0.0], [0.0, 0.2, 0.0], [0.1, -0.1, -0.1], [-0.1, 0.0, 0.0], [0.0, 0.0, 0.1], [0.0, 0.0, 0.0], [0.0, 0.0, 0.0], [-0.1, 0.0, 0.0], [0.1, -0.1, -0.1], [-0.1, 0.1, 0.0], [0.0, 0.0, 0.0], [0.0, 0.0, 0.0], [0.0, 0.0, 0.0], [0.0, 0.0, 0.0], [0.0, 0.0, 0.0], [0.0, 0.0, 0.0], [0.0, 0.0, 0.0], [0.0, 0.0, 0.0], [0.0, 0.0, 0.1], [0.1, 0.1, 0.0], [-0.1, 0.0, 0.1], [0.0, -0.1, 0.0], [0.1, -0.4, 0.0], [0.0, 0.0, 0.0], [0.0, 0.0, 0.0], [0.0, 0.0, 0.0], [0.0, 0.0, 0.0], [0.0, 0.0, 0.0], [0.1, 0.0, 0.0], [0.0, 0.0, 0.0], [0.0, 0.0, 0.0], [0.0, 0.0, 0.1]], "e_tot_ha": -6694.9440, "lumo_ev": 3.827, "de_lowest_kj_mol": 0.00, "max_force_ev_per_a": 0.90, "orbital_gap_ev": 5.03, "charge": -2, "e_homo_ev": -1.20}

Record 2
{"formula": "CH2N3O3", "method": "the ωB97M-V functional and the def2-TZVPD basis", "species": ["C", "N", "N", "N", "O", "O", "O", "H", "H"], "xyz": [[0.40787, -0.18169, 0.43620], [1.73421, -0.18463, 0.40923], [0.10884, -0.68516, -0.87254], [-0.74346, -0.06624, 1.13373], [-0.78331, 0.36734, 2.40717], [1.69587, -0.57841, -1.03133], [-0.41237, 0.18862, -1.80587], [-1.65330, -0.00707, 0.70370], [-0.35434, 1.14725, -1.38031]], "forces_ev_per_angstrom": [[-1.9, -1.3, -4.2], [-0.5, -0.7, -2.1], [-7.3, -2.0, 2.6], [1.1, 2.0, 4.8], [0.0, -0.8, -1.8], [8.5, 2.0, 2.4], [-0.3, 3.8, 0.7], [0.3, -0.4, -0.9], [0.1, -2.6, -1.5]], "e_tot_ha": -428.9487, "lumo_ev": [4.096, 3.249], "spin_multiplicity": 3, "de_lowest_kj_mol": 578.31, "max_force_ev_per_a": 9.01, "orbital_gap_ev": [3.72, 7.25], "charge": -1, "e_homo_ev": [0.38, -4.00]}